# 1
Formula: C5H9N
Source: OMol25
Level of theory: wB97M-V/def2-TZVPD

Values from the calculation:
Orbital gap ... 9.618 eV
Relative energy (zero: lowest compared OMol25 entry of this formula, charge and spin) ... 51.6 kcal per mole
SMILES ... C=N/C=C/CC
Largest force on an atom ... 3.00 eV Å⁻¹

Structure (XYZ):
```
15
Properties=species:S:1:pos:R:3:forces:R:3:lowdin_charge:R:1
N -0.79831 -1.31100 1.51565 0.270 -0.084 -0.207 -0.018
C 0.13824 1.44224 -1.00336 -1.495 -1.175 1.069 -0.263
C 0.30436 -1.58214 2.09624 -1.497 -0.695 0.161 -0.066
C -0.91513 -0.29046 0.51544 2.109 -0.584 0.718 -0.167
C 0.13159 0.11804 -0.20915 0.731 0.382 -0.585 -0.118
C 0.73925 1.22016 -2.37019 0.463 2.392 -1.749 -0.136
H 1.29905 -1.22152 2.07332 0.916 1.567 -1.038 0.055
H 1.48383 1.99030 -2.68232 -0.651 0.025 0.386 0.075
H -1.88257 0.15708 0.41126 -0.344 0.207 0.199 0.095
H 1.33810 0.35280 -2.55510 -0.194 -1.080 0.383 0.052
H -0.07681 1.31157 -3.13006 0.801 -0.467 0.456 0.084
H -0.92210 1.76733 -1.17224 0.726 -0.340 0.370 0.109
H 0.51114 2.21445 -0.28875 0.489 -0.428 -0.995 0.117
H 1.11543 -0.47731 -0.27012 -1.591 0.962 0.491 0.130
H 0.33224 -2.36479 2.83065 -0.731 -0.682 0.340 0.052
```
Forces are in eV/Å.

# 2
Formula: C34H44Cl32N3O
Source: OMol25
Level of theory: wB97M-V/def2-TZVPD

Values from the calculation:
Orbital gap ... 6.893 eV
Largest force on an atom ... 6.84 eV Å⁻¹
Total charge ... +1

Structure (XYZ):
```
114
Properties=species:S:1:pos:R:3:forces:R:3:lowdin_charge:R:1
Cl -0.73489 -2.89013 -8.75982 -0.196 -0.184 0.112 0.527
Cl 5.99138 -6.83441 5.44392 -0.144 0.025 -0.324 0.525
Cl 2.96071 2.68881 5.79112 -0.047 0.130 -0.290 0.527
Cl -2.26828 8.21869 -1.74061 0.055 0.141 -0.232 0.538
Cl 3.35546 -2.06233 8.09175 -0.096 -0.070 -0.340 0.538
Cl -5.46178 -0.65743 5.30390 -0.047 0.044 -0.316 0.526
Cl 3.81995 -1.52741 5.27750 -0.127 -0.150 0.111 0.479
Cl 5.41425 -5.17372 3.13651 0.000 -0.274 0.135 0.464
Cl -2.86132 -6.96826 -5.66281 -0.054 -0.340 0.166 0.516
Cl 4.26824 3.76016 3.43313 -0.172 -0.037 0.181 0.533
Cl -4.82095 -7.85754 -3.71636 0.337 -0.010 -0.104 0.531
Cl -2.27729 -3.70920 -6.43705 0.344 0.162 -3.157 0.660
Cl 6.27796 -0.15712 3.23357 0.020 -0.117 -0.276 0.510
Cl 3.71342 -7.44251 3.75284 0.211 0.114 0.008 0.506
Cl -7.46392 0.36358 3.46900 0.305 -0.134 0.009 0.528
Cl 1.53763 2.78204 3.26403 0.429 0.236 0.210 0.570
Cl -3.49665 -3.72266 -9.07368 0.289 -0.062 0.223 0.540
Cl -4.64588 0.82413 2.94456 -0.806 -0.729 0.467 0.616
Cl 2.87558 -4.13895 6.12165 0.065 0.246 0.078 0.524
Cl -2.30478 7.02459 -4.38624 0.101 0.190 0.160 0.519
Cl 6.43816 -0.03251 0.33795 -0.017 -0.158 0.203 0.522
Cl -5.75912 -1.84715 2.67267 -0.061 0.098 0.100 0.507
Cl -2.10853 9.90409 -4.09501 0.088 -0.328 0.151 0.534
Cl -1.45823 -5.67966 -8.41351 -0.062 0.295 0.006 0.515
Cl 1.11526 -1.84392 6.26409 0.196 -0.052 0.005 0.544
Cl -2.00560 -7.79350 -3.01480 -0.113 0.004 -0.151 0.506
Cl -2.98737 -9.76528 -4.90380 -0.009 0.385 0.124 0.541
Cl 8.08388 -1.91896 1.80382 -0.395 0.153 -0.023 0.545
Cl 2.11420 5.23821 4.69569 0.094 -0.337 -0.130 0.539
Cl 5.21434 -2.32467 1.63198 0.080 0.213 -0.063 0.464
Cl 0.13742 8.21818 -3.36745 -0.402 0.158 -0.201 0.560
Cl 6.40880 -7.87452 2.76816 -0.209 0.204 0.179 0.527
O -0.51296 -3.46196 3.69877 1.461 1.471 -1.179 -0.241
N -3.34626 -2.95579 -4.34050 3.565 1.515 4.084 -0.064
N -2.55713 2.24349 1.24936 -0.035 -0.125 -0.606 -0.213
N 0.05209 -1.77423 -1.36916 -0.863 -0.656 -1.535 -0.092
C -3.16954 -8.09722 -4.32430 -0.203 -0.197 -0.021 -2.009
C 1.57680 5.25324 0.06292 0.336 -0.233 0.226 -0.193
C -0.46372 -1.54454 0.02656 -1.095 -0.210 2.076 -0.127
C -2.80556 1.97246 -0.19198 0.385 0.345 -1.325 -0.171
C 3.31662 3.55026 -1.14363 0.117 -0.146 0.181 -0.186
C 0.96638 5.66262 -1.36132 -0.717 1.092 0.583 -0.219
C 1.71954 0.20955 -0.94610 0.068 0.344 0.761 -0.173
C -5.83270 -0.32883 3.59771 0.004 -0.089 -0.010 -1.993
C -0.47971 5.03481 -1.69165 0.156 -1.043 -0.481 -0.208
C -2.35254 3.17083 -1.18366 0.480 0.739 0.288 -0.160
C 5.38258 -6.83182 3.77546 0.109 -0.089 0.072 -2.026
C 2.34262 3.84397 0.10053 0.417 -0.080 0.197 -0.231
C 0.80032 -0.61317 -1.97294 2.953 1.643 -0.905 -0.114
C -0.87604 -2.16151 3.16524 -2.077 0.176 0.783 -0.231
C -2.23781 -1.18141 -2.67425 1.329 -3.489 -1.056 0.040
C -1.44245 -2.70515 0.57161 0.199 -0.353 0.045 -0.148
C -2.86163 3.08356 3.40567 1.201 -1.058 -3.190 -0.109
C 2.74167 2.40362 -2.14473 1.153 0.451 -0.640 -0.191
C 2.79174 -2.39297 6.44056 0.000 0.006 0.117 -2.013
C -1.35634 1.74086 1.91559 -3.023 3.189 4.314 -0.092
C -2.23701 -3.81428 -4.04993 0.791 1.058 2.844 -0.276
C -1.63581 8.34114 -3.39738 0.008 0.136 -0.098 -2.002
C -1.99170 -4.00066 -8.17234 0.073 0.006 -0.324 -1.958
C -1.03280 -2.14659 -2.35787 -4.355 -1.820 -3.475 -0.132
C -1.49475 2.29623 3.36801 -2.861 0.223 -3.576 -0.110
C -1.04575 -3.53496 -3.09678 -2.160 3.384 0.508 0.061
C 6.50570 -1.10785 1.75147 0.231 0.046 0.107 -2.013
C -0.83276 3.68053 -0.90482 -1.071 -0.335 0.084 -0.203
C 0.65232 -4.01911 3.03512 0.058 -1.124 0.433 -0.113
C -2.02215 -2.37919 2.06497 0.600 -0.190 -1.315 -0.140
C 2.72055 3.61775 4.29597 0.106 0.021 0.116 -1.991
C -3.29989 -1.69262 -3.67676 1.702 -0.324 1.131 -0.070
C -3.51465 3.03630 1.98063 5.219 -1.007 4.312 -0.163
C 3.00614 0.91391 -1.60503 0.375 0.053 0.576 -0.187
H 4.33698 3.19760 -0.72089 -1.622 0.384 -0.805 0.111
H -2.65458 -3.30810 2.33990 1.050 1.682 -0.183 0.133
H 1.63805 2.56924 -2.39809 1.488 -0.141 0.413 0.095
H 0.15354 0.13615 -2.53726 0.352 -1.407 0.974 0.143
H -0.82665 -3.68456 0.55073 -0.998 1.444 0.194 0.113
H 2.10795 -0.41984 -0.05866 -0.712 0.654 -1.542 0.118
H -2.36155 -2.88769 -0.07961 1.384 0.476 0.568 0.115
H 2.31960 6.06590 0.42056 -1.109 -1.273 -0.765 0.122
H 0.81969 6.82028 -1.32721 0.344 -2.184 -0.057 0.060
H 1.52090 -1.06395 -2.76058 -1.367 0.575 1.179 0.156
H 1.35232 -3.22843 2.59029 -1.067 -0.945 0.489 0.091
H 0.44244 -1.55067 0.74452 -1.466 0.381 -1.414 0.127
H 1.07540 1.04145 -0.47859 0.915 -1.280 -0.594 0.084
H 1.26073 -4.58600 3.83985 -1.043 0.826 -1.446 0.065
H -3.33162 3.61598 4.31113 0.983 -1.059 -1.682 0.098
H 3.34303 2.54561 -3.12459 -1.114 -0.363 1.443 0.117
H 2.97108 3.83835 1.06300 -1.016 -0.055 -1.502 0.036
H -0.73788 2.14907 4.21586 -1.678 0.244 -1.510 0.050
H -2.72172 -1.47789 1.92296 1.080 -1.199 0.538 0.087
H 0.26039 -4.76693 2.24229 1.013 1.149 1.056 0.096
H 0.00416 -1.51657 2.82660 -0.962 -1.070 0.341 0.110
H 1.65579 5.46749 -2.25449 -0.735 0.133 1.518 0.101
H 3.50656 0.21796 -2.38505 -1.002 1.171 1.085 0.122
H -1.32118 5.78304 -1.51075 1.223 -1.044 -0.184 0.049
H -1.37474 -1.58203 4.03632 0.869 -0.941 -1.336 0.134
H 0.70919 -2.58586 -1.38128 -0.592 0.689 0.288 0.192
H -2.27876 -0.15038 -2.16656 -0.181 -1.831 -1.091 0.084
H -0.15617 2.80302 -1.22563 -0.732 1.438 0.664 0.081
H -0.52032 1.09967 1.48626 -1.657 1.156 0.267 0.088
H 1.61048 2.95974 0.18682 0.962 1.448 -0.040 0.066
H -4.16448 -0.96421 -3.90653 1.526 -1.447 0.366 0.126
H 0.76943 5.21121 0.89308 1.128 0.219 -1.477 0.112
H -3.91575 1.78389 -0.37931 1.487 0.034 0.448 0.132
H 3.56535 4.51922 -1.72495 -0.597 -1.589 0.862 0.112
H -2.23747 -4.84736 -4.55733 -0.178 1.825 1.493 -0.008
H -0.20871 -4.29775 -2.89298 -1.591 1.219 -0.525 0.116
H -4.47992 3.51444 1.62061 1.731 -1.028 0.182 0.129
H -0.77984 3.85359 0.23432 0.213 -0.392 -1.781 0.107
H -2.20287 1.04657 -0.48800 -0.907 1.127 0.537 0.074
H -2.47105 2.86745 -2.29513 0.090 0.289 1.814 0.119
H -1.00799 -0.53297 0.02202 0.989 -1.507 0.052 0.112
H 3.79269 1.01348 -0.75976 -1.318 -0.263 -1.322 0.087
H -3.03770 4.07074 -1.00552 0.778 -1.263 -0.262 0.114
H -0.47206 4.76540 -2.81456 -0.256 0.571 1.622 0.109
```
Forces are in eV/Å.

# 3
Formula: C3HN3O2S
Source: OMol25
Level of theory: wB97M-V/def2-TZVPD

Values from the calculation:
Orbital gap ... 7.198 eV
Relative energy (zero: lowest compared OMol25 entry of this formula, charge and spin) ... 48.6 kcal per mole
Largest force on an atom ... 4.79 eV Å⁻¹

Structure (XYZ):
```
10
Properties=species:S:1:pos:R:3:forces:R:3:lowdin_charge:R:1
S 1.58824 -0.94208 0.35589 -2.903 0.710 -0.586 0.901
O -1.54155 0.42577 1.85438 0.419 0.901 -0.145 0.113
O -1.71694 -1.42580 0.81564 -0.278 -1.027 -0.332 0.093
N 3.11969 1.42227 0.20483 -1.612 -2.091 0.179 0.103
N -1.33479 -0.29466 0.91358 -0.182 -0.472 -0.445 -0.446
N -1.05775 -0.69846 -2.59028 0.071 -0.220 -0.497 0.213
C 2.44039 0.46003 0.27386 2.276 2.808 -0.221 -0.778
C -0.50783 0.21093 -0.23215 1.589 -4.506 0.399 -0.063
C -0.75199 -0.32091 -1.55376 -0.367 0.752 1.539 -0.210
H -0.23747 1.16293 -0.04200 0.986 3.147 0.110 0.073
```
Forces are in eV/Å.

E_tot, respectively: -6818.756, -443187.058, -22521.296 eV.